[1]
Here is C2H2Br6 as an isolated structure in a non-equilibrium geometry from the Open Molecules 2025 dataset. Energies are from ωB97M-V with the def2-TZVPD basis set.

Results
DFT total energy: -15521.44596 hartree
HOMO level: -10.5 eV
gap between HOMO and LUMO: 9.6 eV
spin multiplicity: 1
largest force on an atom: 0.032 Eh/bohr

XYZ file:
```
10
Properties=species:S:1:pos:R:3:forces:R:3
C 0.10739 2.92066 -0.86409 -0.405 -0.081 0.310
Br 1.77663 3.93608 -0.76364 -0.555 -0.919 -0.128
Br -1.25362 3.95872 0.09188 0.339 -0.644 -0.182
Br 0.16913 0.98535 -0.28694 0.209 1.592 -0.243
H -0.25444 2.86779 -1.89092 0.429 0.065 0.240
C -0.08999 -2.79109 0.75071 -0.363 -0.982 -0.442
Br -0.76920 -3.82636 -0.87066 0.684 0.700 1.330
Br 1.82546 -3.18036 1.13724 -1.575 0.239 -0.208
Br -1.33722 -3.11296 2.28241 1.177 0.306 -1.116
H -0.17417 -1.75783 0.41398 0.060 -0.276 0.440
```
Forces are in eV/Å.

These are the Löwdin partial charges, in e, on atoms 1 to 4: C -1.523; Br 0.552; Br 0.533; Br 0.529



[2]
Here is one molecule with the formula C4H6O2 from the Open Molecules 2025 dataset. Energies are from ωB97M-V with the def2-TZVPD basis set.

Results
DFT total energy: -306.42299 hartree
HOMO level: -10.1 eV
SMILES: C[C@H]1O[C@H]1C=O
gap between HOMO and LUMO: 11.1 eV
spin multiplicity: 1
largest force on an atom: 0.013 Eh/bohr

XYZ file:
```
12
Properties=species:S:1:pos:R:3:forces:R:3
C 1.22666 -0.25769 -0.63878 0.060 -0.006 0.015
C 0.48278 0.59074 0.36878 0.365 -0.061 0.130
O -0.28855 1.62967 -0.21620 -0.147 0.052 -0.159
C -0.98214 0.63630 0.50850 -0.019 -0.287 0.289
C -1.53727 -0.64162 -0.00522 -0.123 -0.276 0.201
O -1.78938 -1.48741 0.82240 -0.340 0.173 -0.563
H 1.23216 -1.32410 -0.39489 -0.015 0.135 0.099
H 0.80131 -0.12624 -1.63903 -0.016 -0.047 0.227
H 2.26145 0.08940 -0.67855 -0.044 -0.092 -0.017
H 0.98626 0.76641 1.31410 0.319 0.559 -0.210
H -1.41199 0.98743 1.44547 0.098 -0.259 -0.055
H -1.54014 -0.85776 -1.08902 -0.140 0.110 0.042
```
Forces are in eV/Å.

These are the Löwdin partial charges, in e, on atoms 1 to 4: C -0.033; C -0.295; O 0.018; C -0.233



[3]
Here is H12O10PZr as an isolated structure in a non-equilibrium geometry from the Open Molecules 2025 dataset. Energies are from ωB97M-V with the def2-TZVPD basis set.

Results
DFT total energy: -1148.11019 hartree
HOMO level (spin up / spin down): -4.0 / -8.4 eV
⟨S²⟩: 0.75
gap between HOMO and LUMO (spin up / spin down): 3.7 / 8.0 eV
spin multiplicity: 2
largest force on an atom: 0.212 Eh/bohr

XYZ file:
```
24
Properties=species:S:1:pos:R:3:forces:R:3
Zr -0.03597 -0.05024 0.17751 -1.669 -0.524 0.779
P -1.60185 -1.01451 1.93588 -3.576 -5.559 5.224
O -0.86449 0.27146 2.05869 2.677 6.127 4.558
O -0.41642 -1.72265 1.31312 6.390 -5.131 0.105
O -1.97238 -0.65585 0.55875 -6.766 1.958 -8.310
O -2.46923 -1.83305 2.90526 2.078 2.930 -2.134
O -1.45828 0.47884 -1.68147 0.265 0.029 -0.587
H -1.81163 1.21424 -2.18203 0.160 0.440 -0.134
H -2.13064 -0.19954 -1.74461 -0.349 -0.500 0.401
O -0.79133 2.16035 0.20796 0.250 0.478 -0.082
H -1.21051 2.58488 0.95650 -0.158 -0.335 0.741
H -1.08647 2.66464 -0.55020 0.111 0.093 -0.477
O -0.09701 -1.74495 -1.33942 -0.405 -0.549 -0.728
H 0.37980 -2.03118 -2.11849 0.428 0.396 -0.364
H -0.64864 -2.49210 -1.10767 -0.427 -0.263 0.710
O 1.31885 0.85083 -1.47543 -0.858 -0.763 0.927
H 1.21616 1.22487 -2.35052 -0.398 0.396 -1.145
H 2.22934 1.03215 -1.24227 1.377 0.295 0.326
O 1.87050 -1.34707 0.30691 0.741 0.211 0.205
H 2.62937 -1.41196 -0.27286 0.390 0.429 -0.525
H 1.89220 -2.15370 0.82180 -0.702 -0.346 0.544
O 1.47143 1.18532 1.35472 0.644 0.185 -0.042
H 1.87759 0.87827 2.16527 -0.086 -0.497 0.418
H 1.70961 2.11095 1.30261 -0.116 0.498 -0.413
```
Forces are in eV/Å.

These are the Löwdin partial charges, in e, on atoms 1 to 4: Zr 1.670; P -0.036; O -0.419; O -0.438



[4]
Here is BF4Sn as an isolated structure in a non-equilibrium geometry from the Open Molecules 2025 dataset. Energies are from ωB97M-V with the def2-TZVPD basis set.

Results
DFT total energy: -638.40645 hartree
HOMO level: -15.5 eV
net charge: +1
gap between HOMO and LUMO: 5.8 eV
spin multiplicity: 1
largest force on an atom: 0.069 Eh/bohr

XYZ file:
```
6
Properties=species:S:1:pos:R:3:forces:R:3
Sn 0.78922 2.74613 -0.74730 -0.529 -3.151 0.536
B -0.16369 -0.58975 0.17617 -2.181 -1.751 1.119
F -1.31420 0.06011 -0.33574 0.375 0.997 -0.499
F -0.14312 -0.37355 1.54127 0.590 0.346 -0.284
F -0.12590 -1.90549 -0.18787 0.222 0.499 0.026
F 0.95769 0.06256 -0.44653 1.523 3.061 -0.899
```
Forces are in eV/Å.

These are the Löwdin partial charges, in e, on atoms 1 to 4: Sn 1.909; B -1.303; F 0.082; F 0.146



[5]
Here is one molecule with the formula CH7NP2 in a non-equilibrium geometry from the Open Molecules 2025 dataset. Energies are from ωB97M-V with the def2-TZVPD basis set.

Results
DFT total energy: -779.61776 hartree
HOMO level: -8.1 eV
SMILES: C[P@@H](=N)P
gap between HOMO and LUMO: 8.8 eV
spin multiplicity: 1
largest force on an atom: 0.059 Eh/bohr

XYZ file:
```
11
Properties=species:S:1:pos:R:3:forces:R:3
C 1.12669 0.70666 -1.04027 0.498 -0.920 2.841
P 0.19138 -0.08272 0.54687 -2.350 -1.451 -0.110
N -0.33689 0.78344 1.83446 2.325 -0.743 -1.660
P -1.98340 -0.69774 -0.05127 1.343 0.671 -1.064
H 1.40935 1.73128 -0.89795 -0.093 0.509 0.446
H 0.23577 0.63580 -1.53845 -1.890 0.213 -2.284
H 1.94585 0.20004 -1.54477 -0.199 -0.537 0.450
H 0.51502 -1.61673 0.54427 0.540 2.284 0.489
H 0.07455 1.64969 1.49296 0.148 1.083 0.934
H -1.24384 -1.80605 -0.39390 -0.048 -1.204 -1.856
H -1.93448 -1.50367 1.04804 -0.276 0.095 1.815
```
Forces are in eV/Å.

These are the Löwdin partial charges, in e, on atoms 1 to 4: C -0.190; P 0.516; N -0.365; P 0.550



[6]
Here is a 2-piece molecular cluster, C4H8NO2 overall from the Open Molecules 2025 dataset. Energies are from ωB97M-V with the def2-TZVPD basis set.

Results
DFT total energy: -362.48300 hartree
HOMO level: -4.4 eV
net charge: -1
gap between HOMO and LUMO: 8.3 eV
spin multiplicity: 1
largest force on an atom: 0.016 Eh/bohr

XYZ file:
```
15
Properties=species:S:1:pos:R:3:forces:R:3
O -2.24585 0.95143 -0.77443 -0.070 0.247 0.280
C -2.80523 -0.11429 -1.08429 0.341 0.122 -0.729
O -2.36546 -1.27945 -1.00684 -0.072 -0.560 0.262
H -3.79585 -0.03143 -1.60504 -0.232 0.116 0.201
N 0.53407 -1.20687 -0.71432 -0.350 -0.028 0.102
C 0.54618 -0.61344 0.62981 0.124 0.093 -0.172
C 1.77139 1.54866 0.94640 0.141 0.340 0.007
C 1.76205 0.23509 0.81545 0.172 -0.469 0.099
H 0.51017 -0.41388 -1.34286 0.161 0.190 -0.256
H -0.43644 -1.53801 -0.82786 0.176 -0.098 -0.015
H 0.58874 -1.43427 1.34327 -0.097 -0.108 0.227
H -0.35055 -0.02027 0.81159 -0.155 0.062 0.064
H 2.71016 2.07873 1.05368 0.009 0.086 0.027
H 0.86536 2.14125 0.92572 -0.099 -0.065 -0.008
H 2.71126 -0.30325 0.82973 -0.050 0.072 -0.090
```
Forces are in eV/Å.

These are the Löwdin partial charges, in e, on atoms 1 to 4: O -0.132; C -0.677; O -0.147; H 0.082